57
Properties=species:S:1:pos:R:3:forces:R:3:mulliken_spin:R:1 method="wB97M-V/def2-TZVPD" e_lumo_ev="-5.64 / -10.72" homo_energy_ev="-13.409 / -13.082" orbital_gap_ev="7.77 / 2.36" s2=6.03 multiplicity=5 charge=+2 energy_ev=-52440.645
C 0.403330 3.208509 -3.492427 1.569 0.189 0.163 0.130
C -0.859391 2.718596 -3.165950 -1.190 -1.236 0.972 0.244
C -1.005534 1.689502 -2.213330 -0.310 0.965 -0.902 -0.042
C 0.118860 1.168016 -1.592452 -1.479 -0.386 0.197 0.402
C 1.382231 1.660823 -1.913694 1.937 0.953 -0.339 0.228
C 1.523512 2.693612 -2.844053 0.165 0.210 -0.272 -0.018
C -2.376530 1.207830 -1.846212 -0.094 -0.296 0.054 0.137
C -2.461693 -0.296689 -1.570754 -1.005 0.483 1.111 -0.009
N -2.425161 -1.168393 -2.665370 0.195 -0.685 -0.283 0.687
Pd -0.082927 -0.191866 -0.044226 0.627 1.100 2.287 0.907
C 2.563830 1.029985 -1.235379 0.124 -0.243 -0.279 0.038
P 2.041785 -0.682580 -0.849098 1.961 1.846 -0.113 0.279
H -1.752417 3.112101 -3.650304 0.196 0.031 0.057 -0.002
H 2.524724 3.067017 -3.059983 -0.305 -0.010 -0.063 0.006
H 0.515715 3.987964 -4.243333 -0.025 -0.122 0.155 -0.003
H 2.813055 1.510069 -0.275245 -0.184 0.084 -0.202 0.023
H 3.465920 1.006382 -1.858548 -0.091 0.306 0.068 0.011
H -2.702673 1.709496 -0.919223 0.041 -0.137 -0.241 -0.013
H -3.092841 1.459582 -2.635412 -0.004 0.039 0.174 -0.004
H -1.638531 -0.662223 -0.865133 -1.166 0.153 -0.827 0.043
C 3.340697 -1.354938 0.167607 0.465 -0.409 0.102 0.012
C 2.105715 -1.479936 -2.457035 -0.083 -0.507 -0.099 0.018
H -3.371840 -0.518606 -0.993994 0.213 0.104 -0.182 0.013
C -1.563514 -1.032073 -3.797866 0.067 0.106 -1.179 -0.014
C -3.167318 -2.395028 -2.580400 -0.866 -0.484 -0.161 -0.021
H 0.415180 -1.779314 0.163781 -1.151 -0.681 -1.212 0.032
H -2.057910 -1.561184 -4.628693 0.373 0.279 0.175 0.015
H -1.398543 0.013093 -4.084170 -0.080 -0.233 0.266 0.016
H -0.575897 -1.511331 -3.656980 -0.398 0.091 0.263 0.049
H -3.394556 -2.729820 -3.599953 0.010 -0.059 0.347 0.013
H -2.615408 -3.201293 -2.066770 0.103 0.324 -0.079 0.048
H -4.101662 -2.222013 -2.028808 0.299 -0.096 -0.147 0.015
H 3.152326 -1.534384 -2.784469 -0.244 -0.076 0.033 0.010
H 1.697429 -2.492954 -2.359929 0.158 0.039 -0.206 -0.001
H 1.523104 -0.929060 -3.204127 0.138 -0.017 0.214 0.000
H 4.300618 -1.280640 -0.361049 -0.103 -0.109 0.185 0.015
H 3.396323 -0.802952 1.114280 -0.057 -0.151 -0.199 0.001
H 3.112939 -2.408557 0.367999 0.208 0.133 0.095 0.005
H -0.009234 -1.725319 -0.769227 -0.311 -1.019 1.220 0.258
C 0.014091 1.035186 8.120247 -0.034 0.179 -0.029 0.000
C -0.355795 1.126147 6.662788 0.039 0.119 0.153 0.072
C -0.586089 -0.039912 5.925863 -0.158 -0.371 -0.656 0.034
C -0.861670 0.009645 4.558314 0.260 -0.342 0.355 -0.008
C -0.911037 1.243254 3.909166 0.021 0.153 -0.398 0.095
C -0.749928 2.425187 4.642449 0.138 0.206 0.390 0.022
C -0.475425 2.360306 6.009432 -0.041 0.216 -0.428 0.003
S -1.205793 1.340365 2.136605 -0.666 -0.457 2.029 -0.010
O 0.125186 1.630009 1.504692 -0.349 -0.528 -0.600 0.167
O -1.592557 -0.069794 1.776785 0.645 0.670 -1.003 0.073
O -2.223505 2.334162 1.925485 0.543 -0.377 -0.475 0.014
H -0.760900 0.515102 8.695987 0.104 0.081 -0.158 0.008
H 0.945069 0.469837 8.254833 -0.187 0.094 -0.095 0.008
H 0.154265 2.029273 8.551960 -0.028 -0.189 -0.050 -0.001
H -0.541337 -1.003737 6.436524 -0.036 0.258 -0.215 0.000
H -1.036942 -0.902803 3.994136 0.051 0.186 0.160 -0.003
H -0.846807 3.383828 4.140399 0.053 -0.119 0.124 0.000
H -0.340442 3.278424 6.584365 -0.054 -0.259 -0.256 0.000


65
Properties=species:S:1:pos:R:3:forces:R:3:lowdin_charge:R:1 method="wB97M-V/def2-TZVPD" e_lumo_ev=0.08 homo_energy_ev=-10.598 orbital_gap_ev=10.68 energy_ev=-51937.569 smiles="C[C@H]1COC(=O)O1.C[C@H]1COC(=O)O1.C[C@H]1COC(=O)O1.C[C@H]1COC(=O)O1.C[C@H]1COC(=O)O1"
C 1.515264 7.874680 -2.600610 0.744 -0.508 -0.195 -0.009
C 2.801695 7.602035 -3.512786 -1.876 0.062 1.730 -0.256
C 3.264686 8.739082 -4.369343 0.040 0.518 -0.063 -0.088
O 4.679174 8.694309 -4.188157 -0.812 2.064 -2.875 0.091
C 5.035144 7.845867 -3.285562 4.359 -0.235 1.000 -0.611
O 6.236308 7.661403 -3.080410 -3.054 -0.404 0.394 0.121
O 3.968208 7.373312 -2.672404 -1.240 -1.514 0.704 0.103
H 1.259225 7.030026 -1.961004 0.591 -0.316 -0.021 0.070
H 0.567765 8.009645 -3.122264 0.360 0.245 -0.737 0.075
H 1.613159 8.715916 -1.914452 0.442 0.162 -0.260 0.080
H 2.606044 6.743184 -4.154816 0.209 -0.349 0.354 0.148
H 2.885948 9.703157 -4.029945 0.084 0.068 -0.066 0.137
H 3.014228 8.572773 -5.417063 0.147 0.213 0.031 0.139
C 0.610624 -8.545876 4.927061 0.658 0.683 -0.547 -0.006
C 1.478554 -7.424996 4.214084 -2.366 -1.948 0.573 -0.281
C 2.465691 -6.688926 5.054675 -0.898 -0.386 0.915 -0.124
O 3.645308 -6.855910 4.354901 2.580 1.305 0.273 0.088
C 3.528800 -7.655318 3.303406 4.196 0.229 -3.013 -0.558
O 4.448425 -7.896021 2.484343 -3.271 0.553 3.089 0.097
O 2.303401 -8.051606 3.233902 -2.415 -1.307 -1.215 0.114
H 1.249783 -9.396594 5.163396 0.053 0.092 0.179 0.085
H -0.203536 -8.920311 4.306538 0.222 0.153 -0.373 0.075
H 0.109430 -8.184221 5.824893 0.334 0.226 0.132 0.078
H 0.773127 -6.716816 3.779412 0.208 -0.147 -0.637 0.149
H 2.586449 -7.166246 6.027137 -0.082 0.373 0.245 0.140
H 2.104866 -5.661613 5.105018 0.781 0.178 0.363 0.142
C -0.784275 1.790342 -1.995703 0.364 0.225 -0.587 -0.015
C 0.553246 1.038588 -1.954676 -0.802 1.124 -0.929 -0.323
C 1.673940 1.530285 -1.054542 -0.517 0.866 0.398 -0.085
O 1.820225 0.469515 -0.142495 1.044 -0.281 1.346 0.078
C 0.986214 -0.541219 -0.404319 1.901 -3.345 1.130 -0.551
O 1.014656 -1.644973 0.148699 -0.570 3.186 -1.064 0.115
O 0.318716 -0.242311 -1.484748 -1.944 -1.854 -0.595 0.100
H -1.416601 1.321053 -2.749382 -0.021 -0.171 0.082 0.083
H -0.617607 2.800264 -2.370382 0.043 0.169 0.181 0.081
H -1.356094 1.829191 -1.068549 0.386 -0.079 0.188 0.089
H 0.900722 0.918842 -2.980848 0.074 0.168 -0.060 0.156
H 1.404753 2.387787 -0.437836 -0.081 0.287 -0.320 0.134
H 2.583836 1.762221 -1.608083 0.133 -0.343 0.220 0.138
C 1.558133 -6.154843 -3.176072 -0.096 -0.565 -0.082 -0.010
C 2.091698 -5.503559 -4.453328 -0.181 -0.842 0.926 -0.314
C 1.067239 -4.911882 -5.388331 -0.910 -0.430 -0.261 -0.115
O 1.668956 -3.714948 -5.827753 1.179 0.443 -0.280 0.068
C 2.777671 -3.473894 -5.067585 1.136 4.604 0.758 -0.507
O 3.427841 -2.407747 -5.066748 -2.095 -3.697 -0.675 0.096
O 2.947464 -4.415799 -4.148213 0.215 0.231 -0.052 0.100
H 0.665534 -5.733902 -2.713271 0.018 0.629 -0.437 0.084
H 2.290042 -6.199973 -2.369620 0.291 -0.018 -0.325 0.090
H 1.264661 -7.176144 -3.418798 0.148 -0.160 0.012 0.083
H 2.718651 -6.180789 -5.033322 -0.079 -0.442 0.223 0.155
H 0.089522 -4.677957 -4.967096 0.127 0.112 0.475 0.135
H 0.856061 -5.593260 -6.212487 0.241 0.179 -0.255 0.135
C -6.005007 3.061886 3.854672 -0.387 0.109 1.192 -0.013
C -6.932592 4.017081 4.715535 1.707 -1.253 -0.226 -0.266
C -8.427146 4.010679 4.377601 1.591 0.683 -0.894 -0.083
O -9.066342 3.843950 5.606418 -2.690 0.700 -2.146 0.114
C -8.217439 3.690981 6.538303 -0.086 -1.155 6.130 -0.625
O -8.557163 3.597081 7.723485 1.258 0.226 -2.632 0.112
O -6.985606 3.574579 6.082837 1.529 -0.261 0.010 0.094
H -4.953670 3.101091 4.139742 -0.049 0.504 0.367 0.075
H -5.986516 3.227126 2.777427 -0.606 0.179 0.069 0.079
H -6.269920 2.032415 4.095743 -0.366 -0.071 -0.327 0.083
H -6.440096 4.986788 4.787633 -0.442 0.284 -0.424 0.147
H -8.630163 3.147492 3.743703 -0.463 0.533 -0.373 0.143
H -8.581314 5.033029 4.032439 -0.997 -0.479 -0.745 0.142


65
Properties=species:S:1:pos:R:3:forces:R:3:lowdin_charge:R:1 method="wB97M-V/def2-TZVPD" e_lumo_ev=0.21 homo_energy_ev=-10.827 orbital_gap_ev=11.04 energy_ev=-51939.607 smiles="C[C@H]1COC(=O)O1.C[C@H]1COC(=O)O1.C[C@H]1COC(=O)O1.C[C@H]1COC(=O)O1.C[C@H]1COC(=O)O1"
C 5.122078 -1.807617 -0.269040 0.010 0.058 0.944 -0.023
C 4.062230 -0.833170 -0.771430 1.868 -0.330 -0.200 -0.327
C 4.616629 0.238638 -1.723278 0.641 -0.733 -0.155 -0.084
O 3.746966 0.159331 -2.845366 -0.386 1.025 0.028 0.073
C 2.958836 -0.924091 -2.768194 0.452 -0.296 -0.509 -0.563
O 2.281820 -1.319443 -3.663920 -0.200 0.037 0.517 0.168
O 3.147750 -1.549563 -1.583539 -0.922 0.114 0.294 0.085
H 5.823229 -2.183566 -1.011778 -0.156 0.264 -0.291 0.089
H 4.682747 -2.681360 0.215963 -0.295 0.083 -0.145 0.088
H 5.684599 -1.321782 0.535237 0.165 0.060 -0.211 0.089
H 3.655398 -0.291251 0.085539 -0.819 -0.579 -0.069 0.132
H 5.603838 0.009399 -2.137115 0.063 -0.091 0.425 0.135
H 4.680504 1.194958 -1.204952 -0.471 0.296 -0.588 0.134
C -0.431518 -0.295881 0.064086 0.354 -0.863 0.397 -0.014
C -0.247330 1.040053 -0.592397 0.770 -0.527 0.447 -0.308
C 1.152198 1.625211 -0.351051 -1.188 0.602 0.258 -0.074
O 1.385509 2.332681 -1.575226 0.663 -0.079 0.434 0.059
C 0.673092 1.730727 -2.551254 -0.591 0.154 -0.438 -0.572
O 0.780981 1.932203 -3.714243 0.216 0.064 0.085 0.182
O -0.242220 0.901367 -2.007291 -0.395 -0.138 -0.295 0.084
H -1.434338 -0.718149 0.016400 -0.086 0.253 -0.134 0.076
H -0.127661 -0.268723 1.115664 -0.205 0.298 0.037 0.095
H 0.245874 -1.034549 -0.374530 -0.059 0.095 -0.234 0.093
H -1.019832 1.743422 -0.267316 0.010 0.088 -0.294 0.157
H 1.926288 0.885505 -0.156574 -0.030 -0.121 -0.185 0.115
H 1.069789 2.317292 0.483305 0.491 0.099 -0.067 0.105
C -1.589832 -2.188702 -3.196099 -1.019 0.013 -1.163 -0.024
C -1.802368 -3.652518 -2.867211 1.511 0.538 0.331 -0.278
C -0.720470 -4.574916 -3.478797 -0.257 0.661 -0.464 -0.081
O -0.253471 -5.316506 -2.375222 0.804 -1.293 -0.203 0.081
C -0.720995 -4.864506 -1.224012 -1.018 0.938 0.322 -0.582
O -0.523404 -5.303290 -0.137358 0.396 -0.184 -0.016 0.157
O -1.515857 -3.784964 -1.453610 -0.403 -0.406 0.011 0.052
H -2.022527 -2.010841 -4.189332 0.027 0.067 0.047 0.094
H -0.555534 -1.862407 -3.283765 0.122 -0.224 0.461 0.077
H -2.163612 -1.561277 -2.516750 0.166 0.032 0.126 0.082
H -2.811132 -4.001313 -3.082960 -0.063 0.057 0.203 0.151
H 0.107279 -3.999076 -3.902514 -0.028 0.034 0.173 0.132
H -1.073060 -5.247609 -4.260266 -0.169 -0.092 0.226 0.133
C 0.318511 4.981223 0.765376 1.495 0.021 1.032 -0.008
C 1.076050 4.901460 2.089661 -0.060 0.555 0.332 -0.307
C 0.429762 5.693874 3.236706 -0.226 0.620 -0.803 -0.098
O 0.206689 4.743255 4.260265 -0.107 0.666 0.037 0.091
C 0.651156 3.544784 3.869955 -0.443 -0.612 0.330 -0.586
O 0.621576 2.580913 4.560248 0.126 -0.353 0.079 0.168
O 1.062542 3.553598 2.592288 0.490 0.338 -0.385 0.067
H 0.991083 4.577638 0.009749 -0.488 -0.229 -0.320 0.077
H 0.201591 6.043273 0.555203 -0.518 -0.075 -0.191 0.094
H -0.594078 4.411516 0.920322 -0.254 0.243 -0.527 0.101
H 2.098645 5.278474 2.021802 0.154 -0.543 -0.384 0.152
H -0.476590 6.169383 2.850527 -0.377 -0.354 0.538 0.131
H 1.054059 6.512936 3.592408 0.171 -0.226 0.196 0.133
C -3.008889 -2.601857 2.354765 -0.166 1.645 -0.211 0.001
C -4.190139 -1.631784 2.602110 1.692 -0.674 0.184 -0.307
C -3.797112 -0.235553 3.135880 -0.753 -1.305 0.773 -0.089
O -4.703853 0.616620 2.454593 0.622 0.440 0.632 0.073
C -5.336875 -0.061679 1.486513 -0.372 0.783 -0.503 -0.587
O -6.146058 0.449501 0.781270 -0.050 -0.302 -0.218 0.165
O -4.902771 -1.322075 1.419952 -0.453 -0.611 -0.196 0.100
H -2.156593 -2.145821 2.866377 0.021 -0.700 0.561 0.078
H -2.653777 -2.573687 1.323435 -0.500 -0.379 -0.178 0.076
H -3.307916 -3.581748 2.702729 0.581 -0.235 -0.143 0.081
H -4.801067 -2.167534 3.334880 -0.607 0.479 -0.263 0.147
H -2.744142 0.025222 3.034183 -0.110 0.234 -0.476 0.125
H -4.044290 -0.275617 4.199028 0.162 0.600 0.000 0.133


| no. | largest force on an atom (eV/A) |
| --- | --- |
| 1 | 2.70 |
| 2 | 6.24 |
| 3 | 1.91 |